(1)
This record from OMol25 describes a molecular structure, C11H24F6N6O7Ti at a distorted geometry. The level of theory is ωB97M-V/def2-TZVPD.

For the orbital gap (spin up / spin down), the calculation gives 2.99 / 7.83 eV. The expectation value of S² is 3.75. Its total charge is -1. Its lowest unoccupied orbital energy (spin up / spin down) is 2.601 / 2.539 eV. As for the spin multiplicity: 4. The strongest force on any atom comes out at 2.22 eV/A.

Element x y z (Å)
1 Ti 0.82681 -0.48566 0.11339
2 C -1.75848 -0.50955 2.37484
3 O -2.11265 0.65426 1.62150
4 O -0.51640 -0.84601 2.11893
5 C -1.97928 -0.31327 3.89959
6 F -1.40880 -1.26678 4.63923
7 F -1.52931 0.88806 4.32044
8 F -3.29772 -0.37541 4.25258
9 C -3.23480 1.47027 1.98105
10 C -3.55225 2.28948 0.73205
11 H -3.99658 3.24755 1.00805
12 H -2.67630 2.35174 0.09333
13 H -4.33268 1.81020 0.13096
14 H -2.87320 2.17162 2.74183
15 H -4.04856 0.85912 2.36847
16 H -2.50481 -1.29605 2.12452
17 C 0.50342 -0.28833 -3.08713
18 O -0.29719 0.78850 -2.58302
19 O 0.42714 -1.34834 -2.29116
20 C 0.21166 -0.54345 -4.58919
21 F 0.85000 0.39921 -5.33532
22 F 0.61541 -1.72957 -5.02196
23 F -1.09352 -0.39348 -4.87615
24 C -0.03239 2.07619 -3.10853
25 C -0.68564 3.08747 -2.17266
26 H -0.23356 4.07758 -2.20878
27 H -1.76977 3.02444 -2.17898
28 H -0.33465 2.72383 -1.19462
29 H -0.54757 2.09488 -4.07648
30 H 1.03840 2.29725 -3.14966
31 H 1.56374 0.03500 -3.00372
32 C 3.39445 -2.30356 -0.57422
33 O 2.91235 -1.51496 0.23152
34 N 2.84015 -2.49218 -1.79789
35 N 4.58281 -2.94601 -0.33134
36 H 1.89820 -2.10432 -1.95197
37 H 3.31851 -3.02975 -2.49362
38 H 4.92579 -3.64545 -0.95959
39 H 4.96367 -2.85991 0.59119
40 C 1.18656 2.50319 1.22415
41 O 1.47824 1.62334 0.42699
42 N 0.12209 2.47769 2.05792
43 N 1.90838 3.67692 1.33343
44 H -0.48007 1.66152 2.07633
45 H -0.03296 3.23834 2.69148
46 H 2.83604 3.78303 0.96906
47 H 1.69855 4.30078 2.09261
48 C 0.33842 -4.12792 0.86028
49 O 0.62642 -5.25080 0.45586
50 N 0.85593 -3.61584 2.02448
51 N -0.62427 -3.31905 0.33256
52 H 1.59949 -4.15111 2.42207
53 H 0.34532 -2.83792 2.42301
54 H -0.80785 -2.41937 0.75274
55 H -1.10667 -3.59740 -0.50047

---

(2)
This record from OMol25 describes 2 unconnected molecules or ions with the total composition C11H24IN at a distorted geometry. The level of theory is ωB97M-V/def2-TZVPD.

For the orbital gap (spin up / spin down), the calculation gives 3.09 / 6.52 eV. The expectation value of S² is 0.75. Its total charge is -1. For the relative energy (zero: lowest compared OMol25 entry of this formula, charge and spin), the calculation gives 34.4 kJ/mol. Its lowest unoccupied orbital energy (spin up / spin down) is 2.785 / 2.723 eV. As for the spin multiplicity: 2. The strongest force on any atom comes out at 1.87 eV/A.

Element x y z (Å)
1 I -4.17721 -15.15391 7.94662
2 C -4.11037 -14.42646 11.81746
3 C -2.90683 -13.81896 12.44995
4 C -2.42107 -12.57959 11.64031
5 C -1.73128 -11.53325 12.59071
6 N -1.45934 -10.18932 11.92509
7 C -2.79884 -9.39355 11.73344
8 C -2.60824 -8.09131 12.52517
9 C -1.55449 -8.33803 13.52399
10 C -0.62336 -9.25723 12.86767
11 C -0.76473 -10.30560 10.52720
12 C 0.69881 -10.87155 10.48669
13 C 1.35622 -10.51770 9.12814
14 H -4.52291 -15.36649 12.18388
15 H -3.85722 -14.67275 10.78627
16 H -4.98001 -13.77626 11.91265
17 H -2.07791 -14.52674 12.45766
18 H -3.13663 -13.57608 13.48739
19 H -3.23526 -12.00218 11.20237
20 H -1.77997 -12.94006 10.83586
21 H -0.79078 -11.92136 12.98177
22 H -2.37613 -11.28371 13.43332
23 H -2.96065 -9.16651 10.67969
24 H -3.69974 -9.87439 12.11460
25 H -2.28444 -7.26749 11.88910
26 H -3.55304 -7.76144 12.95717
27 H -1.04652 -7.40902 13.78284
28 H -1.91941 -8.71558 14.47919
29 H -0.04310 -8.66132 12.16319
30 H -0.04861 -9.85640 13.57389
31 H -0.79474 -9.27425 10.17575
32 H -1.51568 -10.92169 10.03263
33 H 0.73680 -11.93710 10.71309
34 H 1.30519 -10.37826 11.24635
35 H 1.52429 -9.44959 8.99029
36 H 0.69111 -10.60222 8.26872
37 H 2.26229 -11.08961 8.92796

---

no.,E_tot (hartree)
1,-2737.571448
2,-785.897636